a:
Formula: C3H12O4
Source: the OMol25 dataset
Level of theory: the ωB97M-V functional and the def2-TZVPD basis

Structure (ORCA input):
```
! RIJCOSX wB97M-V def2-TZVPD def2/J DEFGRID3
* xyz 0 1
O -1.916 -3.773 1.937
O -2.564 6.474 0.214
O 0.320 -2.367 -1.258
O -2.556 0.773 4.116
C 2.683 0.050 -2.294
C 1.017 -1.407 -1.313
C 2.339 -1.432 -2.158
H -2.615 5.669 0.873
H 0.877 -0.553 -0.728
H 3.699 0.231 -2.939
H 2.079 -2.044 -3.217
H 3.220 -1.969 -1.767
H -1.964 -3.842 0.971
H 2.800 0.375 -1.296
H 1.985 0.676 -2.764
H -1.991 7.046 0.770
H -2.663 -4.282 2.114
H -2.725 -0.102 3.788
H -2.028 0.479 4.950
*
```

Calculated values
HOMO-LUMO gap = 10.55 eV
SMILES = CCC=O.O.O.O

b:
Formula: C3H12O4
Source: the OMol25 dataset
Level of theory: the ωB97M-V functional and the def2-TZVPD basis

Structure (ORCA input):
```
! RIJCOSX wB97M-V def2-TZVPD def2/J DEFGRID3
* xyz 0 1
O 1.157 -0.528 -3.207
O 0.167 -1.975 2.734
O 1.910 1.626 -1.613
O -0.841 1.317 2.194
C -1.614 -0.070 0.523
C -0.686 1.009 1.013
C -1.042 -0.733 -0.754
H 1.011 -2.336 3.021
H 2.720 1.960 -1.903
H -1.839 -0.703 1.396
H 0.093 -0.736 -0.697
H 0.647 -0.365 -4.003
H 1.592 -1.372 -3.210
H -0.021 -1.619 3.570
H -1.269 -0.486 -1.752
H -1.068 -1.839 -0.714
H 1.523 0.963 -2.140
H -2.653 0.365 0.272
H 0.162 1.429 0.584
*
```

Calculated values
HOMO-LUMO gap = 9.54 eV
SMILES = CCC=O.O.O.O

b ends up most stable, edging out the next structure by 48.6 kJ/mol.

a:
Formula: C3H12O4
Source: the OMol25 dataset
Level of theory: the ωB97M-V functional and the def2-TZVPD basis

Structure (ORCA input):
```
! RIJCOSX wB97M-V def2-TZVPD def2/J DEFGRID3
* xyz 0 1
O -0.535 1.056 -2.737
O 1.723 0.741 1.077
O 2.533 -2.031 -0.495
O -3.748 -0.882 2.795
C 0.397 0.289 0.844
C -0.253 0.993 -0.370
C 0.183 0.413 -1.699
H -3.306 -0.312 3.431
H -0.556 0.431 -3.475
H 2.580 -1.103 -0.226
H -3.072 -1.251 2.217
H -0.201 0.549 1.713
H 0.036 2.039 -0.251
H 0.345 -0.780 0.667
H 1.832 -2.398 0.054
H 1.258 0.644 -1.843
H -1.337 0.974 -0.306
H 2.011 1.289 0.340
H 0.112 -0.663 -1.736
*
```

Calculated values
HOMO-LUMO gap = 10.97 eV
SMILES = OCCCO.O.O

b:
Formula: C3H12O4
Source: the OMol25 dataset
Level of theory: the ωB97M-V functional and the def2-TZVPD basis

Structure (ORCA input):
```
! RIJCOSX wB97M-V def2-TZVPD def2/J DEFGRID3
* xyz 0 1
O 1.399 -0.336 -0.744
O -2.063 3.453 1.570
O 2.080 0.371 -3.597
O -0.782 -2.057 2.318
C -0.708 -1.144 0.118
C -0.028 -0.114 -0.780
C -0.125 -1.102 1.518
H -0.350 -0.370 -1.796
H -0.432 -2.100 3.209
H -1.490 3.989 1.021
H -0.310 0.904 -0.514
H -1.771 -0.923 0.210
H -0.584 -2.135 -0.285
H 0.954 -1.300 1.439
H -1.845 3.547 2.497
H -0.209 -0.080 1.917
H 1.547 1.089 -3.956
H 2.622 0.058 -4.327
H 1.679 -0.207 -1.662
*
```

Calculated values
HOMO-LUMO gap = 10.28 eV
SMILES = OCCCO.O.O

c:
Formula: C3H12O4
Source: the OMol25 dataset
Level of theory: the ωB97M-V functional and the def2-TZVPD basis

Structure (ORCA input):
```
! RIJCOSX wB97M-V def2-TZVPD def2/J DEFGRID3
* xyz 0 1
O -2.237 -0.965 -3.049
O -0.417 1.780 1.967
O 1.151 0.005 -1.357
O -2.830 -0.521 0.523
C 2.607 -0.821 1.504
C 1.552 -0.232 0.957
C 1.648 0.713 -0.212
H 0.549 -0.595 1.085
H 1.345 0.522 -2.145
H 2.678 0.974 -0.372
H -1.091 1.137 1.735
H -1.373 -0.705 -2.701
H -3.197 -0.278 -0.330
H -2.675 -1.303 -2.259
H -0.580 2.195 2.820
H -2.589 -1.450 0.533
H 1.035 1.575 0.028
H 2.456 -1.492 2.337
H 3.595 -0.590 1.139
*
```

Calculated values
HOMO-LUMO gap = 10.12 eV
SMILES = C=CCO.O.O.O

b ends up most stable, edging out the next structure by 14.9 kJ/mol.

a:
Formula: C3H12O4
Source: the OMol25 dataset
Level of theory: the ωB97M-V functional and the def2-TZVPD basis

Structure (ORCA input):
```
! RIJCOSX wB97M-V def2-TZVPD def2/J DEFGRID3
* xyz 0 1
O -1.794 1.175 -2.998
O -2.033 2.280 3.368
O 0.040 0.889 -0.768
O 3.252 0.592 -1.137
C 0.308 0.020 0.019
C 0.581 -2.394 0.673
C -0.327 -1.336 0.033
H -2.424 1.908 -2.947
H 3.126 -0.317 -1.413
H -1.259 -1.260 0.594
H 1.173 -1.952 1.466
H -1.392 2.235 2.644
H 2.536 1.135 -1.476
H -1.257 1.209 -2.195
H -2.277 3.213 3.387
H 0.017 -3.232 1.071
H 1.114 0.217 0.746
H -0.632 -1.575 -0.985
H 1.248 -2.807 -0.081
*
```

Calculated values
HOMO-LUMO gap = 11.06 eV
SMILES = CCC=O.O.O.O

b:
Formula: C3H12O4
Source: the OMol25 dataset
Level of theory: the ωB97M-V functional and the def2-TZVPD basis

Structure (ORCA input):
```
! RIJCOSX wB97M-V def2-TZVPD def2/J DEFGRID3
* xyz 0 1
O -1.666 1.834 -2.291
O 1.007 -3.272 -0.553
O 3.874 -1.545 2.482
O 1.464 -0.162 -1.836
C -2.398 1.130 1.255
C -1.495 1.253 -1.208
C -1.588 1.961 0.101
H -0.665 2.401 0.536
H -2.252 2.800 -0.095
H 0.809 -2.569 -1.220
H 2.006 -3.219 -0.696
H 0.905 -0.224 -2.583
H -3.445 0.565 1.011
H -2.675 1.945 1.948
H -1.639 0.392 1.644
H 3.614 -1.834 1.671
H 1.795 0.695 -1.671
H -1.253 0.247 -1.371
H 3.602 -2.397 2.876
*
```

Calculated values
HOMO-LUMO gap = 10.34 eV
SMILES = CCC=O.O.O.O

a ends up most stable, edging out the next structure by 146.0 kJ/mol.

a:
Formula: C4H12N4
Source: the OMol25 dataset
Level of theory: the ωB97M-V functional and the def2-TZVPD basis

Structure (ORCA input):
```
! RIJCOSX wB97M-V def2-TZVPD def2/J DEFGRID3
* xyz 2 1
N 1.233 0.114 -0.073
N -3.769 0.007 0.490
N 3.508 0.309 0.295
N 0.101 -0.683 -0.152
C 0.081 -1.901 0.026
C -3.229 0.210 -0.624
C 2.396 -0.316 0.314
C 0.898 1.507 -0.251
H -2.182 -0.237 -0.837
H 3.565 1.160 -0.222
H 0.947 -2.604 0.348
H 4.267 -0.274 0.271
H -4.690 0.498 0.729
H -3.305 -0.587 1.261
H 2.399 -1.313 0.737
H 0.940 2.024 0.701
H -0.822 -2.364 -0.081
H 1.565 2.013 -0.957
H -0.147 1.618 -0.552
H -3.756 0.817 -1.422
*
```

Calculated values
HOMO-LUMO gap = 9.85 eV

b:
Formula: C4H12N4
Source: the OMol25 dataset
Level of theory: the ωB97M-V functional and the def2-TZVPD basis

Structure (ORCA input):
```
! RIJCOSX wB97M-V def2-TZVPD def2/J DEFGRID3
* xyz 2 1
N 2.323 -0.095 0.835
N 2.859 -2.106 -0.476
N 1.951 0.984 1.723
N -7.122 -0.072 -0.224
C 2.556 -1.119 -1.181
C 1.740 1.162 -1.212
C 3.131 -2.731 0.545
C 2.160 0.017 -0.476
H -7.336 0.290 0.661
H 2.622 1.414 -2.014
H 2.430 -1.013 -2.287
H 4.058 -2.978 1.140
H 0.847 1.111 -1.862
H 2.228 0.688 2.772
H 2.361 -3.396 0.973
H -7.402 0.405 -1.019
H 0.872 1.105 1.756
H 2.408 1.800 1.509
H -7.452 -1.057 -0.410
H 1.519 2.090 -0.648
*
```

Calculated values
HOMO-LUMO gap = 2.52 eV

c:
Formula: C4H12N4
Source: the OMol25 dataset
Level of theory: the ωB97M-V functional and the def2-TZVPD basis

Structure (ORCA input):
```
! RIJCOSX wB97M-V def2-TZVPD def2/J DEFGRID3
* xyz 2 1
N -3.242 0.329 -10.964
N -2.021 0.338 -11.217
N -0.655 -0.282 7.412
N 2.667 -0.543 6.382
C -1.052 -0.024 -10.321
C 2.106 0.175 7.307
C -1.585 -0.646 7.922
C 2.138 -0.319 8.713
H 2.701 -1.510 6.777
H -0.654 -0.879 -10.828
H 2.276 0.476 9.487
H -0.238 0.828 -10.206
H 1.096 -0.744 8.868
H -2.527 -1.106 8.198
H -3.468 -0.215 -10.112
H 1.901 1.201 7.065
H 2.837 -1.177 8.842
H 2.653 -0.349 5.410
H -3.980 0.597 -11.657
H -1.464 -0.334 -9.345
*
```

Calculated values
HOMO-LUMO gap = 10.09 eV

c ends up most stable, edging out the next structure by 47.9 kJ/mol.

a:
Formula: C4H12
Source: the OMol25 dataset
Level of theory: the ωB97M-V functional and the def2-TZVPD basis

Structure (ORCA input):
```
! RIJCOSX wB97M-V def2-TZVPD def2/J DEFGRID3
* xyz 1 2
C -0.780 1.585 -0.249
C 0.744 -1.839 0.846
C -1.457 0.750 -1.412
C 1.567 -0.601 0.781
H 1.029 -2.564 0.098
H 2.518 -0.726 0.267
H 1.776 -0.197 1.778
H -1.560 -0.274 -1.093
H -1.012 2.638 -0.300
H -2.385 1.339 -1.478
H -0.900 0.819 -2.343
H -0.326 -1.640 0.612
H 0.651 -2.179 1.882
H 0.957 0.260 0.334
H 0.339 1.467 -0.397
H -1.161 1.160 0.675
*
```

Calculated values
HOMO-LUMO gap (spin up / spin down) = 14.02 / 5.45 eV

b:
Formula: C4H12
Source: the OMol25 dataset
Level of theory: the ωB97M-V functional and the def2-TZVPD basis

Structure (ORCA input):
```
! RIJCOSX wB97M-V def2-TZVPD def2/J DEFGRID3
* xyz 1 2
C 1.762 -0.576 0.718
C 0.884 -1.816 0.706
C -0.925 1.651 -0.262
C -1.800 0.774 -1.228
H -2.511 1.431 -1.563
H -1.056 2.642 -0.408
H 1.160 -2.633 0.154
H 2.229 -0.309 1.695
H -1.171 1.308 0.740
H -0.063 -1.663 0.274
H 0.651 -2.301 1.655
H 0.184 1.458 -0.380
H -1.132 0.391 -2.089
H 1.188 0.339 0.540
H -2.081 -0.025 -0.662
H 2.680 -0.670 0.109
*
```

Calculated values
HOMO-LUMO gap (spin up / spin down) = 14.40 / 4.56 eV

a ends up most stable, edging out the next structure by 101.4 kJ/mol.

a:
Formula: C4H12
Source: the OMol25 dataset
Level of theory: the ωB97M-V functional and the def2-TZVPD basis

Structure (ORCA input):
```
! RIJCOSX wB97M-V def2-TZVPD def2/J DEFGRID3
* xyz 1 2
C -1.901 -1.650 1.481
C -1.498 -1.037 0.198
C 1.292 1.652 -1.447
C 2.121 1.037 -0.296
H -2.319 -0.394 -0.129
H -2.990 -1.810 1.708
H -0.588 -0.421 0.235
H 1.675 2.671 -1.394
H -1.390 -2.553 1.807
H 1.585 0.322 0.336
H -1.430 -1.926 -0.474
H 2.890 0.343 -0.674
H 2.681 1.764 0.287
H -1.901 -0.869 2.350
H 1.415 1.092 -2.367
H 0.235 1.626 -1.181
*
```

Calculated values
HOMO-LUMO gap (spin up / spin down) = 11.95 / 3.27 eV

b:
Formula: C4H12
Source: the OMol25 dataset
Level of theory: the ωB97M-V functional and the def2-TZVPD basis

Structure (ORCA input):
```
! RIJCOSX wB97M-V def2-TZVPD def2/J DEFGRID3
* xyz 1 2
C -0.642 -0.480 1.510
C 1.327 -0.273 -1.405
C -1.353 0.408 2.498
C 0.672 0.353 -2.604
H -2.434 0.271 2.440
H -0.927 0.128 3.479
H 0.739 -1.143 -1.043
H 1.270 1.197 -2.956
H -0.349 0.690 -2.347
H 0.436 -0.299 1.625
H 2.337 -0.684 -1.596
H -1.176 1.493 2.412
H -1.029 -0.205 0.495
H 0.558 -0.381 -3.407
H -0.799 -1.567 1.629
H 1.428 0.482 -0.604
*
```

Calculated values
HOMO-LUMO gap (spin up / spin down) = 13.58 / 3.87 eV

c:
Formula: C4H12
Source: the OMol25 dataset
Level of theory: the ωB97M-V functional and the def2-TZVPD basis

Structure (ORCA input):
```
! RIJCOSX wB97M-V def2-TZVPD def2/J DEFGRID3
* xyz 1 2
C 1.397 0.142 -2.916
C -0.808 -0.174 2.713
C 0.893 -0.642 -1.686
C -1.592 0.720 1.882
H -0.076 -0.651 1.950
H 0.603 -0.042 -0.824
H -0.977 1.545 1.446
H 2.477 0.213 -2.999
H 0.173 -1.397 -1.988
H 1.072 1.151 -2.898
H 1.753 -1.238 -1.358
H -0.282 0.148 3.606
H -2.252 0.218 1.190
H -1.290 -1.131 2.972
H 0.912 -0.271 -3.780
H -2.004 1.409 2.691
*
```

Calculated values
HOMO-LUMO gap (spin up / spin down) = 10.91 / 3.37 eV

d:
Formula: C4H12
Source: the OMol25 dataset
Level of theory: the ωB97M-V functional and the def2-TZVPD basis

Structure (ORCA input):
```
! RIJCOSX wB97M-V def2-TZVPD def2/J DEFGRID3
* xyz 1 2
C -1.467 0.571 -2.177
C 0.848 -0.177 1.172
C 2.168 -0.675 1.614
C -1.560 0.305 -0.700
H -0.518 1.044 -2.419
H 3.000 -0.083 1.194
H -2.209 1.312 -2.497
H 0.448 0.748 1.650
H 0.085 -0.853 1.635
H 2.459 -1.690 1.254
H -1.276 1.143 -0.057
H -1.526 -0.371 -2.713
H -2.574 0.063 -0.344
H -0.954 -0.599 -0.412
H 0.869 0.023 0.092
H 2.207 -0.761 2.706
*
```

Calculated values
HOMO-LUMO gap (spin up / spin down) = 13.07 / 4.61 eV

d ends up most stable, edging out the next structure by 10.5 kJ/mol.

a:
Formula: C4H12
Source: the OMol25 dataset
Level of theory: the ωB97M-V functional and the def2-TZVPD basis

Structure (ORCA input):
```
! RIJCOSX wB97M-V def2-TZVPD def2/J DEFGRID3
* xyz 1 2
C -0.201 -1.904 -1.535
C -0.561 1.227 0.846
C 1.238 -1.561 -1.510
C -0.458 2.233 2.156
H 1.610 -1.863 -2.458
H -0.692 -1.904 -0.568
H 1.850 -2.114 -0.771
H 1.446 -0.584 -1.076
H -1.362 1.687 0.224
H 0.404 1.406 0.353
H -0.736 -1.469 -2.423
H -0.996 0.278 1.141
H -0.294 -3.004 -1.723
H 0.132 3.193 1.887
H -1.429 2.662 2.532
H 0.049 1.717 2.924
*
```

Calculated values
HOMO-LUMO gap (spin up / spin down) = 12.31 / 3.25 eV

b:
Formula: C4H12
Source: the OMol25 dataset
Level of theory: the ωB97M-V functional and the def2-TZVPD basis

Structure (ORCA input):
```
! RIJCOSX wB97M-V def2-TZVPD def2/J DEFGRID3
* xyz 1 2
C 1.366 -0.771 -1.125
C -1.239 0.754 0.364
C -2.451 1.401 0.998
C 2.315 -1.473 -0.250
H 2.861 -2.305 -0.713
H 3.166 -0.706 -0.146
H -1.355 0.686 -0.712
H -2.272 1.664 2.038
H -2.733 2.317 0.478
H 1.893 -1.783 0.712
H 1.390 -1.104 -2.165
H 1.469 0.361 -1.178
H -1.104 -0.264 0.790
H 0.329 -0.809 -0.697
H -0.325 1.309 0.646
H -3.310 0.724 0.962
*
```

Calculated values
HOMO-LUMO gap (spin up / spin down) = 12.38 / 4.01 eV

b ends up most stable, edging out the next structure by 84.8 kJ/mol.